(1)
3 unconnected molecules or ions with the total composition C23H56BrN4O6P2, computed with ωB97M-V/def2-TZVPD.

Geometry as ORCA input:
```
! wB97M-V def2-TZVPD RIJCOSX def2/J DEFGRID3
* xyz -1 1
C -2.81480 -3.68715 -0.57257
C -2.49065 -2.22353 -0.29103
C -1.13895 -1.79738 -0.88688
C -1.32990 -1.33864 -2.33348
C -0.32625 -0.79268 0.00670
C -0.25379 0.68419 -0.49180
O -0.74485 1.52684 0.51051
P -0.79213 0.81438 2.05765
C 1.12748 0.74022 2.17920
C 1.62973 0.93858 3.57285
N 2.83589 0.73670 3.92756
C -2.70169 0.98014 1.98908
C -3.56726 0.72290 3.19933
C -3.37232 1.65894 4.38034
Br -3.37944 -1.16044 3.82626
P -0.70057 3.01219 2.87446
N -1.63822 4.12199 2.18416
O -0.84107 -0.74636 1.30644
H -2.59052 -3.95932 -1.60925
H -2.23488 -4.35584 0.06903
H -3.87142 -3.90572 -0.40233
H -3.28318 -1.58938 -0.70412
H -2.47596 -2.03336 0.78216
H -0.51985 -2.70306 -0.94435
H -0.39511 -1.03601 -2.81321
H -1.75717 -2.15546 -2.92272
H -2.02124 -0.49556 -2.39524
H 0.70122 -1.18163 0.04731
H -0.85443 0.87006 -1.38106
H 0.78912 0.93693 -0.73459
H -0.85623 0.23598 3.37687
H 1.44129 -0.25992 1.85729
H 1.62940 1.45586 1.52021
H 0.87048 1.23058 4.31464
H 2.95544 0.91899 4.92303
H -3.01771 0.30295 1.19276
H -2.91332 2.00537 1.66026
H -4.61361 0.72713 2.89622
H -3.22670 2.68090 4.01705
H -4.24493 1.64352 5.03628
H -2.50298 1.37992 4.97692
H -0.85870 2.98594 4.29119
H 0.67492 3.35966 2.86056
H -1.05561 4.83775 1.76340
C 0.27704 -3.32780 2.05135
O 1.62434 -2.89930 1.99377
C 2.25130 -2.78516 3.26918
C 3.49459 -3.64351 3.28794
N 3.14596 -5.05211 3.17519
C 4.27021 -5.95170 2.98138
C 5.08912 -5.79363 1.70352
O 4.36055 -6.08299 0.52392
C 3.72086 -4.97574 -0.08451
H -0.08904 -3.37150 1.02696
H 0.18461 -4.32106 2.51134
H -0.34808 -2.61830 2.60062
H 1.55515 -3.10564 4.05085
H 2.52260 -1.74099 3.44109
H 4.03443 -3.48152 4.22654
H 4.14436 -3.28953 2.47442
H 2.48926 -5.15941 2.41110
H 3.89367 -6.97766 3.01095
H 4.95330 -5.83732 3.83161
H 5.91498 -6.50968 1.73916
H 5.52464 -4.79001 1.62969
H 4.30874 -4.06061 0.03625
H 2.72475 -4.78373 0.32204
H 3.62751 -5.19730 -1.14753
C -0.97337 4.18647 -1.65133
O -1.31440 3.28808 -2.70078
C -2.50665 3.63452 -3.38453
C -2.20113 3.93784 -4.83641
N -1.38039 5.13194 -4.95162
C -0.86585 5.39803 -6.28448
C 0.09924 4.37868 -6.88233
O 1.32315 4.27938 -6.17960
C 1.36203 3.30290 -5.15450
H -0.12393 3.75698 -1.12467
H -0.71127 5.17660 -2.04434
H -1.78827 4.29032 -0.93031
H -2.98440 4.49420 -2.90518
H -3.19725 2.78691 -3.33480
H -3.13754 4.09681 -5.38220
H -1.72602 3.04060 -5.26043
H -0.60932 5.06033 -4.29883
H -0.35837 6.36583 -6.26452
H -1.71654 5.49697 -6.96921
H 0.34975 4.70361 -7.89601
H -0.36307 3.38689 -6.95849
H 0.76084 2.42681 -5.41749
H 0.99860 3.67871 -4.19472
H 2.40052 2.99524 -5.03704
*
```

Summary:
HOMO: -4.327 eV
maximum force: 0.458 eV/A
frontier orbital gap: 0.253 hartree
energy: -131622.0129 eV

(2)
A molecular structure, C23H57AlClF2KN7NaO7P, computed with ωB97M-V/def2-TZVPD.

Geometry as ORCA input:
```
! wB97M-V def2-TZVPD RIJCOSX def2/J DEFGRID3
* xyz 1 1
C 4.16004 -1.02809 -2.10073
C 3.62693 -2.15669 -3.07698
O 3.85106 -3.48599 -2.54958
C 3.22332 -4.41914 -3.43692
C 1.69543 -4.75186 -3.09088
C 1.20994 -4.19740 -1.68806
C -0.02425 -5.10671 -1.20365
C -1.47154 -4.44837 -1.38654
C -1.56507 -3.29024 -2.46347
C -3.05952 -3.34122 -3.06212
C -3.41676 -2.07713 -3.92268
N -3.00951 -0.76470 -3.31551
C -1.86447 -0.85258 -2.49276
N -1.09126 0.25955 -2.42095
N -1.47475 -1.98839 -1.68843
H 5.01829 -0.44846 -2.56869
H 4.53954 -1.41382 -1.11450
H 3.32856 -0.27417 -1.93354
H 2.51430 -2.01403 -3.22878
H 4.17746 -2.08097 -4.05929
H 3.34643 -4.04281 -4.50590
H 3.81310 -5.41314 -3.41323
H 1.63912 -5.89109 -3.02034
H 1.00812 -4.49285 -3.95201
H 2.06567 -4.39861 -0.95704
H 1.02838 -3.08910 -1.64611
H -0.05130 -6.17067 -1.67615
H 0.13172 -5.28744 -0.04897
H -2.16352 -5.28034 -1.75015
H -1.88039 -4.12431 -0.38372
H -0.82075 -3.36400 -3.30088
H -3.22121 -4.32341 -3.63502
H -3.74371 -3.37912 -2.16079
H -4.55208 -2.05435 -3.99798
H -3.06469 -2.20078 -4.99709
H -2.79868 -0.14577 -4.10274
H -1.54846 1.15070 -2.18677
H -0.07856 0.20968 -2.52396
H -2.23034 -2.07517 -0.98449
C 2.43387 -2.18537 1.24979
O 2.39946 -3.59007 1.55151
H 1.53932 -1.71912 1.66361
H 3.34152 -1.70969 1.70562
H 2.44916 -2.04332 0.16688
H 3.19645 -3.97849 1.17756
F 0.11795 -6.15276 -3.90037
C -1.45365 5.59518 -2.27224
C -0.83855 4.71712 -3.35918
C -1.18731 5.16267 -4.79204
O -2.51603 4.84448 -5.20454
C -3.50827 5.71968 -4.72402
N -1.22619 3.32036 -3.11816
H -2.51220 5.38236 -2.10695
H -0.94955 5.42494 -1.31930
H -1.35163 6.65559 -2.51795
H 0.24815 4.79054 -3.25343
H -0.53245 4.62368 -5.48145
H -0.98272 6.23011 -4.94239
H -3.14848 6.75430 -4.66473
H -3.86999 5.38503 -3.75146
H -4.35485 5.68268 -5.41815
H -0.72775 2.72669 -3.77886
H -2.20314 3.22440 -3.39629
Na -4.18098 8.24846 -5.11026
F -2.79975 -6.11462 -4.06250
Cl 4.09594 -0.05876 1.32653
O 3.37193 0.62898 5.10836
P 1.87794 0.77103 5.44432
N 2.14338 2.20836 6.36137
C 1.61171 2.59800 7.65207
C 2.46857 3.39754 5.57266
N 1.89660 -0.66117 6.44827
C 2.07543 -0.60616 7.89213
C 2.79994 -1.72056 5.97090
N 0.13807 0.90262 5.69011
C -0.54594 1.98650 4.99524
C -0.71990 0.21168 6.62778
H 0.54109 2.84797 7.62706
H 2.13043 3.47503 8.04622
H 1.76297 1.84238 8.41877
H 1.57774 3.81919 5.09112
H 3.18688 3.15146 4.78608
H 2.93459 4.17872 6.17793
H 3.01358 -0.11519 8.17682
H 2.07319 -1.61371 8.32042
H 1.23847 -0.11766 8.38900
H 3.84258 -1.51419 6.23301
H 2.73756 -1.83647 4.88747
H 2.53321 -2.68590 6.41351
H -0.60789 2.88571 5.61937
H -1.56728 1.71507 4.71311
H -0.02178 2.24459 4.07278
H -0.67734 0.66763 7.62111
H -0.49062 -0.85088 6.70280
H -1.76849 0.24491 6.31095
K 0.50113 -6.56818 0.60434
C -8.45248 7.68662 -3.76568
O -9.47516 8.34829 -3.59819
O -7.35329 8.14854 -4.17934
O -8.35422 6.45123 -3.54767
Al 4.85252 -6.80497 -2.50393
*
```

Summary:
HOMO: -7.816 eV
energy above the lowest of the compared OMol25 structures with the same formula, charge and spin: 575.3 kJ/mol
maximum force: 9.305 eV/A
frontier orbital gap: 0.035 hartree
energy: -104095.0639 eV

(3)
A molecular structure, C23H57B3N2O8Si, computed with ωB97M-V/def2-TZVPD.

Geometry as ORCA input:
```
! wB97M-V def2-TZVPD RIJCOSX def2/J DEFGRID3
* xyz 0 1
C -2.50175 -2.63381 -0.32599
C -3.62454 -2.61455 -1.40799
C -4.98131 -2.24758 -0.67474
C -5.08604 -0.67844 -0.73844
C -6.19859 -0.15129 0.22880
C -5.67899 0.78848 1.36381
B -4.83392 2.04088 0.86858
O -4.41594 3.01328 1.83901
B -3.00377 2.81248 1.90086
O -2.28241 2.95999 0.69924
B -3.00400 2.53643 -0.44452
C -2.16853 2.39459 -1.80996
C -1.23892 1.13423 -1.78010
O -1.36049 0.44059 -0.52572
Si 0.15260 0.12249 0.20994
C 0.99234 1.73816 0.83248
C -0.13095 -0.98323 1.75380
C 1.28628 -0.80737 -1.02524
O -4.39486 2.26885 -0.45594
H -1.52242 -2.85554 -0.78852
H -2.72508 -3.37956 0.45657
H -2.39430 -1.66002 0.18648
H -3.39683 -1.81357 -2.13859
H -3.76037 -3.58777 -1.90665
H -5.85079 -2.74178 -1.13751
H -4.86175 -2.54176 0.38756
H -4.07223 -0.31064 -0.50863
H -5.38692 -0.41248 -1.76679
H -7.04936 0.32711 -0.28889
H -6.63051 -1.04341 0.73246
H -6.56650 1.18226 1.90840
H -5.09012 0.22678 2.11890
H -2.55594 2.48386 2.94188
H -2.80982 2.34296 -2.70476
H -1.51916 3.29150 -1.91172
H -0.17495 1.43406 -1.89926
H -1.53472 0.44671 -2.59631
H 1.08992 1.66697 1.93051
H 0.41248 2.63543 0.55809
H 2.01763 1.74352 0.40868
H -1.21065 -0.95496 1.99766
H 0.18339 -2.00594 1.46865
H 0.47448 -0.59074 2.58598
H 1.77332 -0.10650 -1.73163
H 0.62702 -1.47604 -1.61122
H 2.09536 -1.34918 -0.50434
C 3.64195 -6.83862 -0.36234
O 2.73632 -7.80493 0.14068
C 2.90308 -8.08393 1.52702
C 1.73811 -7.53746 2.33980
N 1.75581 -6.07765 2.37902
C 0.52430 -5.47465 2.89333
C -0.77889 -5.73381 2.13022
O -0.84262 -5.12030 0.85277
C -0.20222 -5.83878 -0.18797
H 3.56643 -6.84563 -1.44985
H 3.39157 -5.83371 -0.00938
H 4.67206 -7.08168 -0.08771
H 3.86069 -7.71368 1.90411
H 2.90823 -9.17279 1.62738
H 1.79953 -7.92258 3.36174
H 0.81618 -7.91884 1.88598
H 1.91612 -5.72512 1.44578
H 0.69060 -4.39393 2.90767
H 0.39417 -5.78836 3.93336
H -1.58287 -5.27438 2.71284
H -1.02789 -6.79822 2.06214
H -0.27329 -6.92008 -0.05084
H 0.84153 -5.53163 -0.28342
H -0.70031 -5.57895 -1.12408
C 4.72755 8.85581 -1.38568
O 4.32389 8.13884 -0.23248
C 2.92790 8.22033 0.03683
C 2.24114 6.88684 -0.22092
N 2.19824 6.57768 -1.64782
C 1.81497 5.19766 -1.95112
C 2.71098 4.06933 -1.42995
O 3.98723 4.00011 -2.04648
C 4.95831 4.88585 -1.51483
H 5.81701 8.89544 -1.38887
H 4.40164 8.35541 -2.30234
H 4.34635 9.88050 -1.36750
H 2.45191 9.02908 -0.52502
H 2.82886 8.45516 1.10019
H 1.21890 6.92712 0.16621
H 2.78957 6.12286 0.34216
H 3.10880 6.75024 -2.05019
H 1.78130 5.11786 -3.04116
H 0.79442 5.03524 -1.58989
H 2.21399 3.12864 -1.68532
H 2.80579 4.07161 -0.33931
H 4.83179 5.04366 -0.44137
H 4.94330 5.83926 -2.04684
H 5.94020 4.43972 -1.68144
*
```

Summary:
HOMO: -8.689 eV
maximum force: 2.545 eV/A
frontier orbital gap: 0.342 hartree
energy: -54047.9424 eV